DFT (ωB97M-V/def2-TZVPD) results for one molecule with the formula C15H16N2.

```
33
Properties=species:S:1:pos:R:3:forces:R:3:nbo_charge:R:1
N -3.310 -2.063 -2.061 3.6 3.0 0.1 -0.34
C -2.441 -1.250 -2.015 -4.1 -2.3 0.1 0.30
N 0.052 2.064 0.602 1.4 -2.6 -2.0 -0.43
C 0.703 1.171 -0.160 0.3 3.1 0.8 0.34
C -2.935 0.801 2.408 3.4 -1.1 -1.9 -0.19
C -2.747 -0.553 2.077 0.5 2.1 1.3 -0.21
C -1.875 1.691 2.078 -4.1 0.8 1.7 -0.23
C -1.546 -1.037 1.547 -1.7 0.5 -0.4 -0.19
C -0.931 1.270 1.283 3.5 -1.1 -2.1 0.16
C -0.738 -0.070 0.999 -0.8 -2.4 0.9 -0.06
C -1.415 -0.185 -1.892 -1.7 -2.0 0.5 -0.51
C 1.909 1.544 -1.033 0.0 -1.4 1.0 -0.46
C 3.183 0.664 -0.556 0.0 1.2 0.4 -0.40
C 2.897 -0.825 -0.353 -0.8 -0.6 -1.2 -0.40
C -0.194 -0.861 -1.355 -0.1 -0.3 1.8 -0.37
C 1.590 -1.083 0.432 0.5 1.4 1.0 -0.37
C 0.299 -0.285 0.005 1.9 -0.2 -1.4 -0.16
H -3.862 1.137 2.703 -1.7 0.7 1.1 0.21
H -3.553 -1.138 2.375 -1.0 -1.6 0.2 0.21
H -1.941 2.734 2.246 -0.2 0.9 0.4 0.22
H -1.491 -2.108 1.419 0.5 0.0 -0.3 0.22
H -1.827 0.645 -1.358 -0.1 0.4 0.7 0.26
H -1.274 0.130 -2.860 0.5 1.0 -2.3 0.24
H 2.140 2.612 -0.983 -0.2 -0.3 0.1 0.24
H 1.638 1.279 -2.079 0.4 0.1 0.5 0.21
H 3.646 1.033 0.412 -1.1 0.0 -0.8 0.21
H 3.992 0.893 -1.262 -0.2 -0.5 -0.1 0.22
H 2.764 -1.385 -1.322 0.6 0.6 0.6 0.19
H 3.709 -1.295 0.250 -0.5 0.2 -0.7 0.22
H 0.590 -0.750 -2.018 1.8 0.6 -1.5 0.21
H -0.342 -1.952 -1.409 0.0 0.3 0.9 0.24
H 1.454 -2.165 0.459 -0.4 0.1 0.3 0.22
H 1.855 -0.665 1.420 -0.5 -0.7 0.1 0.21
```
Forces are in eV/Å.

## Properties
- HOMO-LUMO gap: 9.4 eV
- Relative energy (zero: lowest compared OMol25 entry of this formula, charge and spin): 139.8 kJ/mol
- SMILES string: N#CCC[C@@]12CCCCC1=Nc1ccccc12
- HOMO level: -0.3212 Ha
- Spin multiplicity: 1
- Electronic energy: -690.6377 Eh